Entry 1:
This record from OMol25 describes a 2-piece molecular cluster, C4H11PS overall in a non-equilibrium geometry. The level of theory is ωB97M-V with the def2-TZVPD basis set.

Properties
LUMO energy (spin up / spin down) in eV: 0.945 / -0.492
Kohn-Sham gap (spin up / spin down) in eV: 8.1 / 8.4
2S+1: 3
HOMO energy (spin up / spin down) in eV: -7.14 / -8.92
Energy relative to the best compared isomer or geometry (same formula, charge and spin) in eV: 0.629

The geometry in XYZ format:
```
17
C4H11PS | OMol25 | ωB97M-V with the def2-TZVPD basis set
C 0.0146 -2.4285 0.8675
C -0.7129 1.2474 -2.5281
C 0.5713 2.1569 0.0197
C -0.6104 -1.5436 1.9403
P 0.0910 0.6465 -0.9718
S 0.5333 -0.6349 2.8154
H -0.6729 -3.0284 0.2349
H 0.6105 -3.3187 1.3514
H 0.6017 -1.6770 0.2414
H -1.5069 1.8641 -2.2713
H -0.9030 0.4329 -3.1467
H -0.0387 1.7435 -3.0755
H 1.5126 2.4534 -0.3595
H 0.5579 1.7832 0.9622
H -0.1730 2.9136 -0.3919
H -1.4796 -1.0828 1.5803
H 1.6043 -1.5275 2.7317
```

---

Entry 2:
This record from OMol25 describes a 2-piece molecular cluster, C4H12 overall in a non-equilibrium geometry. The level of theory is ωB97M-V with the def2-TZVPD basis set.

Properties
LUMO energy (spin up / spin down) in eV: 4.396 / 4.363
Kohn-Sham gap (spin up / spin down) in eV: 2.8 / 11.4
2S+1: 2
Charge: -1
HOMO energy (spin up / spin down) in eV: 1.55 / -7.02
Energy relative to the best compared isomer or geometry (same formula, charge and spin) in eV: 1.537

The geometry in XYZ format:
```
16
C4H12 | OMol25 | ωB97M-V with the def2-TZVPD basis set
C 1.1300 0.5146 -1.3257
C -0.2835 0.9134 -1.6079
H 1.3467 -0.4791 -1.1512
H 1.8901 0.8536 -2.2060
H 1.5641 0.9281 -0.3433
H -0.7352 1.4538 -0.7904
H -0.9755 0.1521 -1.8848
H -0.3302 1.5205 -2.6005
C -0.9750 -0.2371 1.5023
C 0.1155 -1.2374 1.4627
H -1.0755 0.5408 0.6225
H -1.9831 -0.6979 1.2936
H -0.9853 0.4116 2.3452
H 0.2603 -1.7756 0.6075
H 0.1073 -2.0127 2.3619
H 0.9940 -0.6167 1.5573
```